No. 1
Entry from OMol25: a structure of composition C36H18Cl3F5N4O5SSeY (ωB97M-V/def2-TZVPD).

Total energy ... -6695.9949 a.u.
Net charge ... -1
Highest occupied orbital energy ... -4.59 eV
Multiplicity ... 1
Energy above the lowest of the compared OMol25 structures with the same formula, charge and spin ... 113.07 kJ/mol

```
74
C36H18Cl3F5N4O5SSeY, DFT ωB97M-V/def2-TZVPD
Y -0.529 -0.396 -0.283
C 0.444 -4.773 -1.466
C 1.793 -4.907 -1.171
C 2.434 -3.920 -0.448
C 1.712 -2.805 -0.019
N 0.421 -2.667 -0.357
C -0.198 -3.623 -1.050
C 2.315 -1.702 0.772
C 3.462 -1.949 1.532
C 4.035 -0.931 2.274
C 3.457 0.332 2.252
C 2.308 0.551 1.504
C 1.681 -0.447 0.747
H -0.093 -5.519 -2.034
H 2.345 -5.772 -1.517
H 3.490 -3.991 -0.234
H -1.238 -3.430 -1.286
H 3.900 -2.940 1.570
H 4.916 -1.123 2.875
H 3.896 1.137 2.830
H 1.885 1.555 1.528
O -4.112 -0.788 -2.784
C -3.069 -0.402 -2.275
O -2.197 -1.089 -1.653
C -2.741 1.092 -2.384
C -3.556 1.886 -3.225
C -3.261 3.200 -3.381
C -2.141 3.741 -2.706
C -1.754 5.093 -2.851
C -0.648 5.574 -2.211
C 0.115 4.714 -1.395
C -0.248 3.408 -1.227
C -1.386 2.882 -1.878
N -1.713 1.560 -1.716
H -4.385 1.395 -3.713
H -3.856 3.843 -4.020
H -2.350 5.735 -3.491
H -0.350 6.607 -2.335
H 1.003 5.087 -0.900
H 0.355 2.759 -0.611
O -2.112 -2.122 0.801
C -1.945 -1.803 1.983
N -1.098 -0.825 2.326
S -1.131 -0.508 3.910
O 0.120 -0.778 4.561
O -1.723 0.790 4.155
C -2.307 -1.779 4.316
C -2.827 -2.145 5.540
C -3.737 -3.196 5.554
C -4.104 -3.844 4.376
C -3.570 -3.459 3.153
C -2.662 -2.417 3.145
H -2.536 -1.637 6.449
H -4.169 -3.517 6.493
H -4.817 -4.658 4.419
H -3.845 -3.947 2.227
F 6.095 1.613 -4.047
C 4.871 1.111 -3.823
C 4.085 1.602 -2.798
F 4.547 2.597 -2.027
C 2.826 1.072 -2.583
F 2.117 1.623 -1.587
C 2.283 0.050 -3.355
Se 0.554 -0.690 -3.092
C 3.109 -0.414 -4.377
F 2.697 -1.402 -5.183
C 4.373 0.094 -4.615
F 5.128 -0.394 -5.612
Cl -2.615 3.615 3.866
C -1.065 3.605 3.032
Cl -0.831 5.150 2.177
Cl 0.270 3.328 4.146
C -1.064 2.549 2.016
N -1.059 1.759 1.192
```

***

No. 2
Entry from OMol25: a cluster of 12 separate species, C12H48N24O12 in total in a non-equilibrium geometry (ωB97M-V/def2-TZVPD).

Total energy ... -2703.6036 a.u.
Highest occupied orbital energy ... -8.41 eV
Multiplicity ... 1
SMILES ... NC(N)=O.NC(N)=O.NC(N)=O.NC(N)=O.NC(N)=O.NC(N)=O.NC(N)=O.NC(N)=O.NC(N)=O.NC(N)=O.NC(N)=O.NC(N)=O
Energy above the lowest of the compared OMol25 structures with the same formula, charge and spin ... 150.59 kJ/mol

```
96
C12H48N24O12, DFT ωB97M-V/def2-TZVPD
N 2.993 0.375 3.396
C 3.229 1.571 2.837
N 4.469 1.882 2.420
O 2.333 2.437 2.725
H 3.790 -0.234 3.425
H 2.019 0.205 3.608
H 4.686 2.640 1.803
H 5.156 1.146 2.480
N 0.016 1.628 -3.471
C -0.916 1.799 -4.422
N -1.922 2.661 -4.098
O -0.895 1.169 -5.484
H 0.040 2.112 -2.593
H 0.706 0.933 -3.726
H -2.559 3.045 -4.769
H -1.730 3.191 -3.270
N 3.749 -2.763 -1.394
C 3.361 -1.694 -0.660
N 3.521 -0.457 -1.158
O 2.582 -1.892 0.299
H 3.141 -3.558 -1.242
H 3.988 -2.571 -2.355
H 4.203 -0.249 -1.865
H 2.941 0.252 -0.733
N 0.135 -0.887 -0.255
C 0.029 0.448 -0.215
N 1.056 1.075 0.394
O -0.907 1.104 -0.733
H -0.561 -1.567 -0.540
H 1.005 -1.228 0.157
H 0.929 2.020 0.724
H 1.602 0.484 1.005
N -3.359 -2.326 -3.027
C -2.678 -1.520 -2.176
N -2.617 -0.245 -2.581
O -2.170 -1.965 -1.127
H -3.180 -3.311 -2.966
H -3.951 -1.892 -3.710
H -1.936 0.286 -2.034
H -2.823 0.030 -3.524
N 2.747 5.238 1.122
C 2.402 6.288 1.899
N 1.206 6.029 2.534
O 3.007 7.344 2.062
H 3.617 5.234 0.617
H 2.302 4.354 1.282
H 0.529 5.328 2.221
H 0.819 6.903 2.861
N 0.519 -6.569 -0.075
C 0.302 -5.324 -0.597
N -1.009 -5.008 -0.759
O 1.220 -4.557 -0.868
H -0.223 -7.232 0.031
H 1.478 -6.695 0.199
H -1.261 -4.033 -0.836
H -1.709 -5.669 -0.475
N -2.881 3.122 -1.307
C -4.051 3.050 -0.623
N -4.255 1.847 -0.055
O -4.925 3.917 -0.746
H -2.239 2.347 -1.118
H -2.489 4.017 -1.542
H -3.493 1.225 0.149
H -5.227 1.650 0.110
N 0.346 -2.363 -3.410
C 0.954 -1.676 -4.417
N 0.504 -2.071 -5.650
O 1.695 -0.712 -4.254
H -0.212 -3.176 -3.573
H 0.820 -2.239 -2.526
H 0.048 -2.962 -5.628
H 0.746 -1.630 -6.516
N 1.760 -3.033 2.769
C 1.272 -2.426 3.894
N 1.228 -3.259 4.980
O 0.855 -1.269 3.846
H 1.838 -2.498 1.907
H 1.845 -4.029 2.828
H 1.454 -4.203 4.747
H 0.969 -2.836 5.853
N -0.525 2.348 3.141
C -1.342 3.331 2.702
N -2.653 3.048 2.862
O -1.014 4.352 2.064
H -1.037 1.500 3.366
H 0.463 2.500 2.964
H -2.926 2.144 3.224
H -3.338 3.776 2.781
N -3.385 -1.104 1.207
C -2.460 -0.747 2.112
N -1.503 -1.650 2.328
O -2.499 0.296 2.799
H -3.077 -1.737 0.474
H -4.236 -0.614 1.013
H -0.841 -1.502 3.075
H -1.611 -2.499 1.804
```

***

No. 3
Entry from OMol25: a structure of composition C10H30CuF3N12O8 in a non-equilibrium geometry (ωB97M-V/def2-TZVPD).

Total energy ... -3598.3381 a.u.
Highest occupied orbital energy ... -7.46 eV
Multiplicity ... 1
Energy above the lowest of the compared OMol25 structures with the same formula, charge and spin ... 0.00 kJ/mol

```
64
C10H30CuF3N12O8, DFT ωB97M-V/def2-TZVPD
Cu -16.621 14.355 12.420
C -17.611 10.980 11.298
O -18.645 10.975 12.326
O -16.992 12.126 11.304
C -16.722 9.735 11.525
F -15.836 9.951 12.514
F -17.457 8.663 11.918
F -16.061 9.355 10.427
C -19.846 10.355 12.002
C -20.773 10.237 13.205
H -20.777 11.200 13.724
H -21.807 10.025 12.936
H -20.403 9.459 13.873
H -19.776 9.343 11.577
H -20.349 10.909 11.188
H -18.148 10.834 10.336
C -17.065 16.619 14.788
O -16.515 15.619 14.363
N -17.859 17.412 13.984
N -16.783 17.165 16.026
H -18.089 18.350 14.253
H -17.665 17.199 13.013
H -17.501 17.818 16.296
H -16.423 16.521 16.711
C -17.041 11.509 15.513
O -16.839 11.586 16.729
N -16.287 12.201 14.614
N -17.922 10.622 14.988
H -15.592 12.836 14.949
H -16.344 11.900 13.648
H -18.145 10.712 14.001
H -18.538 10.074 15.553
C -13.978 16.453 9.938
O -14.440 15.949 8.931
N -14.661 16.715 11.098
N -12.758 17.136 9.873
H -15.666 16.658 11.026
H -14.239 17.256 11.827
H -12.278 17.032 9.000
H -12.361 17.489 10.722
C -18.456 15.933 10.135
O -17.390 16.165 10.704
N -19.324 16.916 9.776
N -18.745 14.673 9.733
H -19.093 17.824 10.143
H -20.285 16.838 9.498
H -18.285 13.862 10.143
H -19.518 14.470 9.123
C -13.363 13.033 12.598
O -14.457 13.566 12.720
N -12.406 13.071 13.568
N -12.965 12.500 11.384
H -11.568 12.522 13.539
H -12.571 13.605 14.400
H -13.517 12.914 10.647
H -11.965 12.425 11.318
C -20.092 14.503 13.072
O -18.902 14.346 12.871
N -20.999 14.685 12.066
N -20.600 14.591 14.334
H -21.996 14.723 12.143
H -20.572 14.657 11.156
H -19.945 14.357 15.060
H -21.564 14.705 14.579
```

***

No. 4
Entry from OMol25: an isolated molecule of C19H21N3O3 in a non-equilibrium geometry (ωB97M-V/def2-TZVPD).

Total energy ... -1126.4684 a.u.
Highest occupied orbital energy ... -6.89 eV
Multiplicity ... 1
Energy above the lowest of the compared OMol25 structures with the same formula, charge and spin ... 585.08 kJ/mol

```
46
C19H21N3O3, DFT ωB97M-V/def2-TZVPD
C 2.209 -4.538 1.560
C 1.145 -4.375 0.506
O 0.967 -2.984 0.136
C -0.069 -2.793 -0.695
C -0.154 -1.439 -1.422
C -0.525 -1.809 -2.774
N -0.790 -1.858 -3.935
O -0.871 -3.688 -0.895
H 2.337 -5.577 1.832
H 3.182 -4.203 1.234
H 2.007 -4.004 2.473
H 1.439 -4.903 -0.402
H 0.201 -4.748 0.878
H 0.979 -1.067 -1.639
C -0.596 3.320 1.125
N 0.151 2.622 2.180
C 0.505 3.150 3.415
C 1.165 2.201 4.096
N 1.225 1.062 3.303
C 1.899 -0.160 3.759
C 0.587 1.326 2.123
C 0.334 0.288 1.047
C -0.076 0.741 -0.249
C -1.014 -0.031 -0.984
C -1.480 0.745 -2.288
C -2.814 0.660 -2.792
C -3.140 1.413 -3.946
C -2.217 2.316 -4.518
C -0.892 2.344 -4.016
C -0.538 1.519 -2.947
O 0.332 -0.932 1.409
H -1.300 2.616 0.617
H -1.108 4.174 1.624
H 0.141 3.738 0.396
H 0.247 4.170 3.662
H 1.557 2.307 5.100
H 1.724 -0.861 2.968
H 2.971 0.068 3.853
H 1.450 -0.516 4.696
H 0.322 1.701 -0.667
H -1.903 -0.424 -0.338
H -3.459 -0.129 -2.457
H -4.085 1.278 -4.453
H -2.506 2.993 -5.317
H -0.107 2.951 -4.502
H 0.567 1.336 -2.758
```

***

No. 5
Entry from OMol25: an isolated molecule of C4H7NS2 in a non-equilibrium geometry (ωB97M-V/def2-TZVPD).

Total energy ... -1007.6228 a.u.
Highest occupied orbital energy (spin up / spin down) ... -7.61 / -8.16 eV
Multiplicity ... 1
Energy above the lowest of the compared OMol25 structures with the same formula, charge and spin ... 292.53 kJ/mol

```
14
C4H7NS2, DFT ωB97M-V/def2-TZVPD
C 1.430 0.708 0.546
C -0.468 1.777 -0.224
C 0.725 -0.447 0.088
C 1.076 -1.932 0.025
N 0.844 1.846 0.284
S -0.799 0.037 -0.581
S -3.233 0.375 0.146
H 2.338 0.579 0.939
H -1.282 2.168 0.448
H -0.740 2.329 -1.029
H 0.282 -2.597 -0.080
H 1.492 -2.194 0.913
H 1.854 -1.984 -0.777
H -3.519 -0.665 -0.697
```

***

No. 6
Entry from OMol25: a cluster of 2 separate species, C4H12N2O2S in total in a non-equilibrium geometry (ωB97M-V/def2-TZVPD).

Total energy ... -817.7521 a.u.
Net charge ... -1
Highest occupied orbital energy (spin up / spin down) ... 0.84 / -5.88 eV
Multiplicity ... 2

```
21
C4H12N2O2S, DFT ωB97M-V/def2-TZVPD
C -0.522 1.228 -0.005
N 0.719 1.938 -0.259
C 1.612 1.460 -1.129
O 1.511 0.364 -1.674
C -0.345 -0.135 0.668
C -1.697 -0.820 0.720
S -2.567 -1.072 -0.899
N 0.124 0.121 2.034
H -1.054 1.943 0.629
H -1.002 1.023 -0.967
H 0.782 2.915 0.040
H 2.487 2.100 -1.271
H 0.397 -0.691 0.136
H -1.631 -1.840 1.028
H -2.415 -0.328 1.367
H -2.043 -2.257 -1.215
H 0.017 -0.667 2.650
H -0.131 0.994 2.475
H 3.470 -1.467 -0.080
H 2.982 -0.653 1.131
O 3.397 -1.483 0.877
```

***

No. 7
Entry from OMol25: an isolated molecule of C2H5ClN2O in a non-equilibrium geometry (ωB97M-V/def2-TZVPD).

Total energy ... -723.9901 a.u.
Highest occupied orbital energy ... -9.78 eV
Multiplicity ... 1
SMILES ... CON1N[C@H]1Cl
Energy above the lowest of the compared OMol25 structures with the same formula, charge and spin ... 383.32 kJ/mol

```
11
C2H5ClN2O, DFT ωB97M-V/def2-TZVPD
C 1.683 0.833 0.403
O 0.815 0.154 -0.472
N -0.276 -0.330 0.190
N -0.844 -1.533 -0.347
C -1.470 -0.269 -0.535
Cl -2.905 0.245 0.327
H 2.610 0.943 -0.040
H 1.597 0.197 1.341
H 1.402 1.994 0.525
H -1.221 -2.298 0.169
H -1.391 0.066 -1.562
```

***

No. 8
Entry from OMol25: a cluster of 2 separate species, C13H19FN2O6P in total (ωB97M-V/def2-TZVPD).

Total energy ... -1508.7199 a.u.
Net charge ... +1
Highest occupied orbital energy ... -11.85 eV
Multiplicity ... 1

```
42
C13H19FN2O6P, DFT ωB97M-V/def2-TZVPD
C 1.774 1.871 0.175
P 1.975 1.351 -1.559
O 0.551 0.663 -1.965
C 3.026 -0.161 -1.288
C 4.140 -0.144 -2.101
N 5.076 -1.105 -2.029
C 4.994 -2.123 -1.164
C 3.911 -2.205 -0.333
C 2.913 -1.231 -0.387
C 1.798 -1.424 0.629
O 2.105 -1.880 1.699
O 0.562 -1.053 0.305
C -0.088 -1.877 -0.716
C -1.582 -1.819 -0.500
C -2.152 -0.400 -0.570
N -2.542 -0.081 -1.947
H 2.765 1.850 0.633
H 1.122 1.210 0.745
H 1.373 2.880 0.198
H -0.033 1.319 -2.364
H 4.301 0.644 -2.822
H 5.880 -1.029 -2.640
H 5.790 -2.852 -1.144
H 3.857 -3.020 0.373
H 0.256 -2.906 -0.593
H 0.183 -1.524 -1.710
H -1.808 -2.289 0.455
H -2.012 -2.396 -1.320
H -1.392 0.319 -0.263
H -2.993 -0.333 0.125
H -2.605 0.921 -2.068
H -3.458 -0.461 -2.148
C -3.058 1.663 3.269
C -3.659 2.882 2.598
O -4.443 2.305 1.573
C -4.806 1.050 1.973
O -5.638 0.391 1.457
O -4.060 0.671 3.039
F -2.713 3.680 2.044
H -2.133 1.368 2.770
H -2.879 1.788 4.333
H -4.299 3.488 3.240
```

***

No. 9
Entry from OMol25: a cluster of 4 separate species, C27H34F24O8S in total in a non-equilibrium geometry (ωB97M-V/def2-TZVPD).

Total energy ... -4446.0737 a.u.
Highest occupied orbital energy ... -8.11 eV
Multiplicity ... 1
SMILES ... CCSC[C@@]1(COC)COC(=O)[C@H]1OC[C@H](C)O.FC(F)C(F)(F)COC(F)(F)C(F)F.FC(F)C(F)(F)COC(F)(F)C(F)F.FC(F)C(F)(F)COC(F)(F)C(F)F

```
94
C27H34F24O8S, DFT ωB97M-V/def2-TZVPD
C -1.663 0.404 1.140
C -0.221 0.348 1.581
S 0.791 1.825 1.206
C -0.395 2.997 0.497
C 0.251 4.358 0.144
C -0.729 5.430 0.610
O -0.817 5.423 2.008
C -2.105 5.243 2.560
C 1.606 4.674 0.730
O 2.113 5.694 -0.212
C 1.467 5.649 -1.381
O 1.623 6.469 -2.293
C 0.556 4.415 -1.337
O 1.280 3.298 -1.746
C 1.175 3.023 -3.144
C 0.270 1.810 -3.419
C -1.164 2.182 -3.673
O 0.407 0.886 -2.366
H -2.230 1.099 1.737
H -2.120 -0.566 1.285
H -1.778 0.635 0.093
H 0.265 -0.522 1.169
H -0.208 0.225 2.653
H -1.194 3.144 1.205
H -0.811 2.575 -0.406
H -0.360 6.406 0.298
H -1.681 5.280 0.107
H -2.242 4.222 2.894
H -2.211 5.909 3.402
H -2.902 5.467 1.858
H 2.340 3.884 0.718
H 1.611 5.182 1.679
H -0.398 4.518 -1.850
H 0.769 3.899 -3.626
H 2.164 2.811 -3.514
H 0.655 1.363 -4.335
H -1.722 1.277 -3.886
H -1.279 2.854 -4.511
H -1.644 2.641 -2.815
H -0.421 0.397 -2.298
F 0.079 -3.253 3.726
C -0.174 -4.423 4.347
F -1.518 -4.544 4.460
C 0.443 -4.474 5.748
F -0.134 -3.552 6.547
F 0.100 -5.699 6.238
C 1.976 -4.389 5.868
O 2.573 -3.149 6.234
C 2.932 -2.181 5.328
F 2.823 -2.605 4.045
F 4.240 -1.919 5.536
C 2.170 -0.873 5.553
F 0.841 -1.065 5.446
F 2.546 0.016 4.608
H 0.199 -5.246 3.732
H 2.214 -5.033 6.712
H 2.469 -4.839 5.008
H 2.389 -0.471 6.544
F -4.398 1.843 -4.429
C -5.196 2.560 -3.616
F -4.609 2.598 -2.394
C -6.586 1.934 -3.476
F -6.494 0.734 -2.865
F -7.260 2.764 -2.631
C -7.462 1.815 -4.737
O -7.544 0.560 -5.398
C -6.675 0.172 -6.392
F -5.863 1.172 -6.789
F -7.427 -0.170 -7.461
C -5.887 -1.085 -6.007
F -5.159 -0.878 -4.892
F -5.041 -1.395 -7.015
H -5.268 3.585 -3.992
H -8.474 1.968 -4.370
H -7.273 2.628 -5.438
H -6.571 -1.918 -5.836
F 7.220 -6.008 0.573
C 7.292 -5.439 -0.646
F 8.545 -4.952 -0.800
C 6.296 -4.286 -0.800
F 6.611 -3.284 0.046
F 6.491 -3.821 -2.066
C 4.793 -4.604 -0.698
O 4.114 -4.325 0.520
C 4.020 -5.222 1.552
F 4.469 -6.447 1.218
F 2.698 -5.356 1.841
C 4.674 -4.694 2.829
F 5.984 -4.448 2.645
F 4.559 -5.632 3.809
H 7.120 -6.201 -1.411
H 4.329 -3.915 -1.401
H 4.566 -5.604 -1.066
H 4.187 -3.779 3.153
```